(1)
{
  "formula": "C5H5N",
  "method": "the ωB97M-V functional and the def2-TZVPD basis",
  "e_above_lowest_ev": 4.565,
  "spin_multiplicity": 1,
  "homo_lumo_gap_ev": [7.6346, 7.6248],
  "homo_ev": [-7.7574, -8.2790],
  "total_energy_ev": -6751.3427,
  "lumo_energy_ha": [-0.0045, -0.0240],
  "species": ["N", "H", "C", "C", "H", "H", "C", "C", "C", "H", "H"],
  "xyz": [[0.60119, 1.11360, 1.25769], [-1.87330, 0.55497, -0.97022], [1.20895, -0.75126, -0.06565], [-0.91288, 0.44713, -0.45908], [-0.89932, 2.38383, 0.42989], [-0.50675, -1.59769, -1.22622], [1.40596, 0.17632, 0.94589], [-0.21056, -0.87224, -0.46005], [-0.41064, 1.42627, 0.31218], [-0.26731, -1.35854, 0.54265], [1.86502, -1.56809, -0.30756]],
  "mulliken_charge": [-0.53, 0.32, -0.59, -0.33, 0.38, 0.40, 0.26, -0.31, -0.15, 0.20, 0.35]
}

***

(2)
{
  "formula": "C36H113N9O16",
  "method": "the ωB97M-V functional and the def2-TZVPD basis",
  "e_above_lowest_ev": 6.446,
  "spin_multiplicity": 1,
  "homo_lumo_gap_ev": 9.3238,
  "homo_ev": -9.1433,
  "total_energy_ev": -85325.6175,
  "lumo_energy_ha": 0.0066,
  "species": ["H", "H", "H", "H", "N", "H", "C", "H", "C", "C", "H", "O", "H", "N", "H", "H", "C", "O", "H", "C", "H", "H", "H", "O", "H", "H", "H", "H", "H", "C", "H", "C", "H", "H", "H", "O", "O", "H", "H", "C", "H", "H", "C", "H", "H", "H", "O", "H", "H", "H", "H", "H", "H", "H", "H", "C", "C", "H", "H", "H", "O", "C", "H", "H", "H", "H", "H", "H", "N", "C", "H", "H", "O", "N", "H", "H", "H", "H", "H", "H", "H", "H", "C", "C", "C", "H", "H", "H", "C", "H", "H", "H", "H", "H", "O", "H", "C", "H", "H", "O", "C", "C", "H", "C", "C", "N", "H", "O", "H", "H", "C", "H", "C", "H", "H", "H", "H", "C", "H", "H", "N", "H", "H", "H", "O", "H", "H", "H", "H", "C", "H", "H", "N", "C", "H", "C", "H", "C", "H", "H", "H", "H", "H", "C", "H", "C", "N", "H", "H", "H", "H", "H", "N", "O", "C", "H", "H", "H", "C", "O", "H", "H", "O", "H", "H", "H", "H", "C", "C", "O", "H", "C", "H", "H"],
  "xyz": [[-18.22147, -25.41452, -16.24430], [-19.93946, -18.27923, -6.18532], [-5.83427, -23.05305, -11.64875], [-1.64204, -24.61723, -8.19957], [-9.88461, -16.66221, -15.99271], [-13.18528, -18.59155, -12.29832], [-3.66016, -23.61842, -8.14855], [-10.91650, -14.62191, -4.61323], [-19.79299, -24.64853, -17.61669], [-10.43300, -16.09522, -18.23929], [-9.67771, -21.83553, -4.75027], [-12.14568, -20.01848, -25.32038], [-7.55960, -17.49345, -16.95867], [-12.87137, -23.06168, -23.48630], [-4.85529, -23.72477, -6.53090], [-12.66611, -23.68550, -24.25364], [-19.54912, -21.28247, -16.22040], [-11.65065, -27.50039, -17.21924], [-17.76337, -19.67937, -23.91741], [-14.06959, -20.16716, -13.42700], [-13.84620, -21.77642, -15.65592], [-10.91755, -26.12261, -2.12469], [-11.59516, -20.42366, -12.22981], [-23.86433, -17.94013, -6.68238], [-14.29983, -20.10531, -15.84317], [-20.59672, -20.98145, -16.21778], [-21.05535, -24.79137, -19.21727], [-10.63406, -25.79791, -13.80421], [-18.89974, -15.21551, -10.52038], [-10.71988, -21.82023, -23.20321], [-8.93982, -18.46256, -17.50998], [-21.75157, -19.06917, -7.27117], [-20.78072, -19.93826, -22.78517], [-20.08839, -18.07677, -22.80699], [-10.77561, -22.05168, -22.13953], [-12.55549, -13.51116, -3.76816], [-8.60599, -23.68962, -4.54277], [-7.82871, -24.38702, -1.99397], [-16.20099, -23.70067, -7.30487], [-13.46304, -20.75786, -15.59406], [-14.86219, -20.34399, -10.72318], [-21.40753, -17.35948, -27.46379], [-12.42991, -20.38792, -11.52980], [-13.38158, -21.60949, -25.44599], [-12.62786, -20.56875, -16.26846], [-5.27297, -22.31471, -10.12604], [-9.79283, -15.83484, -19.51404], [-14.43017, -13.64668, -5.85504], [-11.62426, -15.95711, -20.64417], [-20.91126, -16.00502, -26.50849], [-20.52551, -22.72479, -17.93893], [-23.70027, -19.31726, -8.20860], [-21.83069, -19.97456, -6.66942], [-11.13927, -11.99262, -4.22488], [-12.20063, -20.00332, -27.24832], [-9.69165, -24.47410, -4.04686], [-8.73038, -22.28039, -4.44573], [-19.26752, -18.46268, -25.76676], [-12.23431, -16.09717, -7.00359], [-14.29435, -14.44960, -7.35915], [-21.14051, -17.74192, -25.33792], [-9.29500, -16.33308, -17.25698], [-10.42725, -17.50689, -16.10301], [-15.72419, -22.45769, -6.58408], [-11.09091, -24.95950, -1.00200], [-8.54782, -26.05962, -1.99815], [-17.53844, -18.04104, -23.28934], [-10.62000, -17.43723, -20.48833], [-11.76916, -15.21291, -7.15129], [-8.67465, -25.01491, -1.71425], [-6.56036, -23.61139, -10.17014], [-23.08602, -17.71425, -8.43436], [-18.68593, -16.01632, -10.99912], [-20.84992, -19.31865, -8.40181], [-3.85488, -24.90442, -6.64339], [-12.61731, -21.42486, -11.25097], [-12.69382, -21.07063, -23.05534], [-16.64075, -15.17050, -13.46049], [-12.13503, -26.74635, -16.88304], [-12.30248, -15.48772, -4.31992], [-8.71634, -24.89853, -0.63128], [-19.53904, -24.57939, -19.55174], [-19.76239, -17.90449, -24.97202], [-10.61006, -16.35097, -20.57798], [-24.98339, -17.32135, -7.11673], [-10.15096, -16.24902, -21.56131], [-15.44694, -19.03334, -11.50537], [-20.97683, -16.98736, -6.73498], [-11.57502, -19.53325, -26.48954], [-12.26427, -13.38160, -6.49083], [-12.80053, -11.71454, -4.85447], [-25.64852, -17.05147, -6.29645], [-9.59576, -25.44150, -4.53984], [-7.48097, -15.02933, -9.83062], [-19.39317, -22.72349, -16.28921], [-14.77064, -20.99863, -13.35416], [-23.12663, -18.53252, -7.71541], [-8.60215, -21.84370, -3.45530], [-15.13978, -15.00588, -13.56937], [-13.02281, -20.39188, -14.33455], [-20.98056, -18.01440, -6.36992], [-8.42613, -17.50748, -17.61975], [-5.43035, -24.83701, -8.65675], [-18.50484, -25.50006, -17.29334], [-5.63001, -23.23253, -10.59322], [-14.60773, -19.45938, -11.13887], [-11.51724, -14.47065, -12.75259], [-15.95472, -14.85267, -14.04751], [-11.68291, -18.45968, -26.33491], [-17.63577, -25.20921, -17.88344], [-13.56296, -19.59790, -12.11746], [-11.08142, -27.76205, -16.49555], [-19.58398, -23.16034, -17.60440], [-1.99794, -23.61856, -9.36561], [-21.47065, -17.99602, -5.39648], [-3.91998, -25.61187, -9.10085], [-18.78183, -22.87986, -18.28703], [-11.99766, -14.51154, -4.69708], [-11.82067, -13.01326, -12.47720], [-11.03535, -15.19981, -18.08599], [-3.87977, -23.89818, -6.72684], [-9.87482, -23.47938, -2.22145], [-4.00076, -22.59745, -8.32086], [-8.67581, -15.44127, -17.16021], [-16.11112, -22.75332, -7.40817], [-12.16267, -19.93190, -10.57653], [-19.05677, -20.86032, -17.09646], [-22.53001, -16.51803, -26.36811], [-19.00847, -16.72338, -10.44030], [-12.45999, -14.40915, -6.18435], [-14.46014, -15.39473, -5.85791], [-19.20272, -20.89457, -15.26247], [-11.06229, -25.13124, -1.99688], [-2.13848, -23.65063, -8.28519], [-8.30862, -16.24499, -9.47136], [-18.17545, -18.92453, -23.24768], [-20.61843, -25.00171, -16.99862], [-19.55807, -18.57544, -23.61827], [-11.12417, -16.92609, -18.38086], [-18.76800, -26.55216, -17.40252], [-1.61733, -22.84350, -7.77036], [-12.38842, -11.45184, -3.20804], [-11.18284, -24.43307, -13.44651], [-9.84205, -24.52476, -2.52839], [-7.95218, -21.76795, -5.01133], [-12.16455, -21.75460, -23.71878], [-20.38227, -19.76088, -23.69615], [-20.02975, -19.82096, -8.09341], [-10.21165, -22.64819, -23.69746], [-11.70850, -22.01537, -25.80375], [-13.86038, -22.92040, -23.63458], [-18.04432, -19.24313, -22.21357], [-20.14204, -25.14739, -18.97393], [-7.61592, -15.94838, -10.06163], [-12.34712, -21.37743, -25.19276], [-21.28782, -20.07129, -8.91353], [-10.50728, -19.74780, -26.53435], [-19.23229, -16.95225, -24.99065], [-12.20493, -12.12987, -4.04154], [-4.69847, -24.29752, -10.42126], [-21.20489, -19.47687, -24.20871], [-14.75200, -19.44104, -13.86878], [-11.44909, -25.29808, -13.75812], [-25.50270, -17.87288, -7.90046], [-10.15089, -20.92623, -23.45840], [-9.14999, -16.95959, -15.36662], [-12.12914, -14.93651, -8.05358], [-21.51863, -16.90958, -26.47720], [-4.44744, -24.65803, -9.09258], [-12.00611, -13.89777, -12.16179], [-8.16841, -17.47689, -18.67841], [-13.98486, -14.52785, -6.31694], [-10.68128, -24.23356, -4.43528], [-24.65409, -16.40499, -7.60659]],
  "mulliken_charge": [0.35, 0.39, 0.24, 0.34, -0.63, 0.18, 0.59, 0.37, 0.28, -0.77, 0.35, -0.30, 0.39, -0.76, 0.19, 0.27, -0.73, -0.63, 0.36, -0.78, 0.30, 0.29, 0.33, -0.31, 0.33, 0.29, 0.26, 0.32, 0.31, -1.37, 0.32, 0.47, 0.25, 0.31, 0.32, -0.35, -0.29, 0.25, 0.32, -0.77, 0.24, 0.29, -1.50, 0.29, 0.21, 0.25, -0.33, 0.30, 0.31, 0.30, 0.34, 0.35, 0.24, 0.31, 0.35, -0.89, -0.81, 0.35, 0.29, 0.42, -0.34, 0.47, 0.18, 0.32, 0.29, 0.37, 0.34, 0.33, -0.65, -1.38, 0.29, 0.36, -0.64, -0.69, 0.28, 0.34, 0.30, 0.32, 0.33, 0.35, 0.41, 0.28, -0.79, -0.77, -0.79, 0.28, 0.23, 0.28, -0.74, 0.17, 0.25, 0.24, 0.36, 0.32, -0.35, 0.35, -0.67, 0.30, 0.32, -0.29, -1.36, -1.34, 0.33, -1.35, -0.65, -0.68, 0.32, -0.64, 0.22, 0.29, 0.70, 0.31, -0.54, 0.39, 0.34, 0.33, 0.30, -0.83, 0.31, 0.30, -0.74, 0.13, 0.28, 0.29, -0.64, 0.41, 0.30, 0.27, 0.32, 0.52, 0.37, 0.27, -0.72, -1.42, 0.33, -1.50, 0.39, 0.70, 0.37, 0.38, 0.32, 0.28, 0.31, 0.65, 0.28, 0.54, -0.85, 0.25, 0.33, 0.37, 0.27, 0.33, -0.76, -0.65, -0.69, 0.24, 0.28, 0.40, -0.69, -0.36, 0.32, 0.40, -0.62, 0.31, 0.33, 0.28, 0.28, -0.74, -0.66, -0.64, 0.32, -1.38, 0.39, 0.34]
}

***

(3)
{
  "formula": "C2H2OS2",
  "method": "the ωB97M-V functional and the def2-TZVPD basis",
  "e_above_lowest_ev": 0.231,
  "spin_multiplicity": 3,
  "homo_lumo_gap_ev": [7.7240, 8.3339],
  "s_squared": 2.01,
  "homo_ev": [-7.0445, -10.4776],
  "total_energy_ev": -25821.4845,
  "lumo_energy_ha": [0.0250, -0.0788],
  "species": ["S", "H", "C", "O", "S", "H", "C"],
  "xyz": [[0.50991, -1.02615, -0.96325], [1.46915, 0.44195, 0.69372], [-1.95783, 0.21347, 0.51244], [-1.28046, 0.19474, 1.42475], [-2.74163, 0.31059, -0.82222], [2.48492, -0.06980, -0.65898], [1.51593, -0.06480, -0.18647]],
  "mulliken_charge": [-0.05, 0.38, 0.57, -0.30, -0.27, 0.32, -0.63]
}

***

(4)
{
  "formula": "C25H48Cl2HfO2P2",
  "method": "the ωB97M-V functional and the def2-TZVPD basis",
  "spin_multiplicity": 1,
  "homo_lumo_gap_ev": 7.9260,
  "homo_ev": -7.7412,
  "total_energy_ev": -75730.2531,
  "lumo_energy_ha": 0.0068,
  "species": ["C", "H", "P", "H", "P", "H", "C", "H", "H", "C", "H", "H", "O", "H", "H", "C", "H", "H", "C", "O", "H", "H", "H", "C", "H", "C", "H", "H", "H", "H", "C", "H", "H", "H", "C", "C", "H", "H", "C", "Cl", "H", "H", "C", "C", "H", "C", "Hf", "H", "H", "C", "H", "C", "H", "H", "H", "C", "H", "H", "C", "H", "H", "C", "C", "H", "H", "H", "H", "H", "C", "C", "H", "H", "H", "H", "C", "C", "C", "H", "H", "Cl"],
  "xyz": [[1.10446, -2.61295, -2.49030], [-2.36446, 0.89851, 4.22773], [-2.37885, 0.51629, 1.09183], [-3.69419, 1.26790, -0.72565], [2.23910, -0.24949, -1.46425], [-2.21238, -2.28216, 1.87496], [1.76742, -1.28866, -2.91687], [0.99303, -0.66680, -3.39899], [-4.04467, 0.04084, 2.72237], [-5.16241, 0.19955, 0.43625], [3.41342, -3.08462, -1.16142], [2.41878, -3.83781, 6.77583], [1.21170, -1.23005, 1.80035], [2.91408, 2.33164, -0.25915], [-1.12339, -0.25429, 3.63692], [2.67107, -3.44328, 5.80108], [-5.39433, 0.95972, 1.18938], [0.85696, -2.66672, -1.42019], [-3.14893, -1.87660, 2.28265], [-0.21568, -2.59099, 2.90636], [-5.87825, 0.31717, -0.38985], [4.42806, 2.28796, -3.26290], [-4.50074, 2.79807, 1.21478], [2.51932, 2.52096, -1.26404], [-3.30893, -2.39546, 3.24225], [2.81113, 1.35300, -2.21505], [-5.32532, -0.79428, 0.87093], [-3.07357, -1.71865, -0.54672], [5.40122, -2.83191, 3.82677], [1.74561, -3.47099, -2.72902], [2.91702, -1.49436, -3.90830], [0.16199, -2.74188, -3.04061], [0.95230, 1.23740, 0.98060], [-1.58543, 2.91662, 3.43460], [-2.19888, -0.10573, 3.82059], [4.35936, -2.86400, 4.13387], [2.16416, 1.45340, -3.10292], [3.18230, -0.55986, -4.41796], [-1.22457, 2.73542, 2.41413], [5.22727, -4.07415, 6.38089], [4.54544, 0.51747, -3.29294], [-3.98121, -2.12792, 1.61342], [3.57609, -2.42762, -0.30070], [3.77011, -0.96880, -0.70466], [3.81141, -1.90068, -3.41476], [-3.44797, -0.84419, -1.09273], [0.16590, -0.19841, 0.37009], [-2.18202, 2.77184, 0.48646], [-2.69946, -0.57770, -1.84522], [-3.75136, 0.32886, -0.14981], [-0.41448, 1.99587, 2.47049], [-3.72810, 2.83601, 1.99162], [4.46790, -2.77680, 0.24351], [0.63181, -3.05766, 5.20934], [-0.77657, 3.67006, 2.04845], [-2.37606, 2.32892, 1.47931], [1.44722, 2.71388, -1.16306], [4.54426, -0.91473, -1.48606], [0.90422, -2.10701, 2.75308], [2.59884, -2.21799, -4.67122], [4.52260, 0.89631, 0.21026], [4.27395, 1.37591, -2.66921], [-3.03326, -0.37087, 2.56890], [3.62571, -1.93550, 2.32932], [-4.06442, 2.26258, 2.86754], [-3.61385, 3.88348, 2.30420], [2.71972, -2.53221, 0.38360], [-2.47706, -0.85071, 4.58368], [4.19920, -0.11309, 0.49376], [1.67811, -2.99875, 4.92823], [3.00283, 3.42702, -1.64999], [5.03914, -0.60916, 1.01184], [-0.65579, -1.72536, 0.09307], [-4.37002, -1.13844, -1.61028], [2.02653, -2.48717, 3.67131], [4.01191, -3.40908, 5.38353], [3.36261, -2.38273, 3.28651], [4.95727, 1.42205, -1.81231], [3.37501, -0.01258, 1.22110], [-0.65289, 1.06897, -1.59140]],
  "mulliken_charge": [-1.33, 0.25, -0.74, 0.53, -0.81, 0.14, 0.73, 0.60, 0.65, -1.76, 0.29, 0.41, -0.59, 0.20, 0.13, -0.65, 0.33, 0.26, -1.56, -0.56, 0.50, 0.50, 0.30, -1.31, 0.54, 0.74, 0.29, 0.17, 0.41, 0.42, -1.66, 0.32, -0.28, 0.40, -1.51, -0.85, 0.49, 0.31, -1.32, -0.21, 0.32, 0.25, -1.57, 0.75, 0.30, -1.26, 1.72, 0.54, 0.31, 0.71, 0.21, -1.62, 0.51, 0.46, 0.37, 0.67, 0.27, 0.73, 0.48, 0.49, 0.35, -1.64, 0.79, 0.12, 0.29, 0.48, 0.15, 0.54, -1.65, -0.63, 0.49, 0.49, -0.32, 0.47, -0.10, 0.37, 0.42, 0.27, 0.16, -0.48]
}